No. 1
# C24H68As6F36N5O5

C24H68As6F36N5O5 as an isolated structure at a distorted geometry (ωB97M-V with the def2-TZVPD basis set, OMol25).

Net charge   -1
Orbital gap   8.63 eV
HOMO   -8.43 eV
Total energy   -506558.3139 eV
Multiplicity   1

Positions of all 144 atoms, in Å:
As1 -6.6576 1.4792 -2.4802
As2 -4.1895 -5.4269 -3.0697
As3 -1.8350 4.8528 -1.4846
As4 -3.4858 0.4982 3.6846
As5 4.0879 1.7731 -5.5583
As6 0.8786 -3.2302 1.2802
F1 -7.7628 0.4915 -1.3963
F2 -7.8131 2.8852 -2.2849
F3 -2.9727 -5.8615 -4.3275
F4 -5.5265 2.4227 -3.5771
F5 -5.4898 0.0960 -2.6682
F6 5.7189 1.1269 -5.1282
F7 0.0010 -3.8396 2.6933
F8 -4.5149 -3.9263 -4.0171
F9 -0.1965 4.3893 -1.1350
F10 1.8450 -2.1861 2.3860
F11 -3.9924 -6.9332 -2.1755
F12 -1.6993 6.3813 -0.5830
F13 -5.4789 -6.1902 -4.0595
F14 -5.7361 2.0191 -1.0856
F15 4.8494 3.3936 -5.5596
F16 -0.3435 -1.9655 1.2342
F17 -1.9199 3.3423 -2.4715
F18 -5.4458 -4.9179 -1.8897
F19 2.5458 2.5109 -6.0493
F20 -7.4654 0.9347 -3.9655
F21 -3.5818 5.2516 -1.8919
F22 3.3056 0.1894 -5.4564
F23 2.1201 -4.5236 1.4367
F24 -1.2529 5.7977 -2.9425
F25 -0.1144 -4.2076 0.1194
F26 -2.3765 0.1892 2.3188
F27 -2.6167 2.0108 4.0072
F28 -2.8845 -4.6491 -2.0568
F29 -2.3344 3.7952 -0.0996
F30 3.7246 2.0144 -3.8432
F31 -2.3816 -0.3250 4.7718
F32 -4.2380 -1.0924 3.3695
F33 4.4937 1.6190 -7.2808
F34 1.7269 -2.4786 -0.1597
F35 -4.5861 0.9532 5.0682
F36 -4.6403 1.2203 2.4435
O1 -2.9195 -5.2782 2.3644
O2 3.1444 5.0723 -3.5019
O3 0.6972 -3.2934 -4.3246
O4 4.2716 3.1799 4.8584
O5 -0.2569 1.0581 -1.4257
N1 -2.9958 0.9150 -0.9853
N2 1.9373 1.4274 3.6635
N3 -1.9273 -3.2271 4.3335
N4 -0.1678 -6.0384 -4.0023
N5 5.1917 3.7253 -2.0295
C1 1.0558 1.1703 -2.0258
C2 0.8842 0.4025 3.9159
C3 3.9814 4.3330 -1.2868
C4 -2.9903 -1.6064 -1.0799
C5 0.3934 -5.2899 -2.7581
C6 -0.8286 -0.2118 -1.6779
C7 4.4692 4.8407 0.1086
C8 -3.9430 -3.5310 5.6374
C9 2.9215 3.5775 4.8150
C10 1.9088 -5.7041 -2.4737
C11 5.1338 4.1368 4.3006
C12 3.3047 5.5210 -2.1759
C13 3.8445 0.1621 5.0536
C14 0.6383 -1.8472 -4.5568
C15 -3.7441 -4.5098 3.1701
C16 1.7796 1.9630 2.1738
C17 0.3495 -3.7268 -2.9798
C18 3.3239 0.6817 3.6916
C19 -2.1569 -0.3363 -0.8658
C20 3.3002 6.0689 -4.5259
C21 -3.0303 -4.9749 1.0045
C22 1.8806 2.4801 4.8806
C23 0.4510 2.6439 1.7827
C24 -3.0987 -4.1732 4.5378
H1 2.3195 5.8459 -1.8414
H2 2.4679 6.7633 -4.4111
H3 -3.4068 -3.2926 6.5560
H4 0.6316 -0.1833 3.0321
H5 -0.2344 -7.0123 -3.7432
H6 0.6226 3.0297 0.7778
H7 -4.0641 -5.1723 0.7212
H8 -2.8260 -3.9253 0.7931
H9 3.2186 -0.1299 2.9717
H10 6.1438 3.7270 4.2918
H11 4.8729 3.3322 -2.9035
H12 4.1035 0.9050 5.8080
H13 -0.3888 -1.4847 -4.5999
H14 -3.3341 -1.7290 -2.1070
H15 -1.1437 -3.6233 3.8345
H16 0.9228 2.9939 4.7978
H17 -0.2959 1.8717 1.5981
H18 -2.2031 -2.4501 3.7501
H19 -4.3220 -2.6116 5.1911
H20 3.1720 -0.4988 5.6004
H21 -1.1163 -5.6963 -4.0613
H22 4.1037 6.7925 -4.3882
H23 3.1997 3.5757 -1.2282
H24 4.7951 4.3297 3.2827
H25 -2.6338 -5.0522 4.9841
H26 5.0723 5.0047 4.9571
H27 1.1443 1.4025 -3.0871
H28 1.9534 1.1240 1.5000
H29 4.6679 -0.5491 4.9885
H30 0.0999 3.3760 2.5100
H31 3.6316 5.3920 0.5359
H32 1.0545 -3.1970 -2.3392
H33 -1.0523 -0.2799 -2.7426
H34 1.7658 0.3677 -1.8262
H35 -4.6230 -5.1512 3.2344
H36 -4.8485 -4.1281 5.7459
H37 0.3789 -5.9523 -4.8471
H38 1.2112 -1.6426 -5.4612
H39 3.3273 5.6292 -5.5229
H40 2.5267 2.7485 2.0606
H41 4.0941 1.2936 3.2220
H42 -0.3016 -5.6940 -2.0221
H43 -4.0796 -3.6027 2.6674
H44 -3.6642 1.0356 -1.7328
H45 4.6528 4.0094 0.7893
H46 1.9628 1.9377 5.8224
H47 -2.3519 -2.4301 -0.7604
H48 -1.6122 -2.8386 5.2110
H49 1.0772 -0.3169 4.7117
H50 -0.0455 0.9178 4.1573
H51 1.5339 2.0189 -1.5365
H52 5.5389 2.9707 -1.4549
H53 -2.4177 -5.6513 0.4082
H54 -0.0844 -0.9682 -1.4289
H55 -3.8645 -1.7570 -0.4464
H56 -1.8242 -0.2869 0.1710
H57 2.5362 -5.1651 -3.1836
H58 5.3449 5.4894 0.0847
H59 5.9617 4.3624 -2.1753
H60 -2.4069 1.7321 -0.9107
H61 1.0951 -1.3443 -3.7044
H62 3.9233 6.4183 -2.1595
H63 2.6729 4.3683 5.5228
H64 -3.5451 1.0837 -0.1548
H65 2.2224 -5.2356 -1.5408
H66 2.6644 3.9043 3.8074
H67 -0.6955 -3.4376 -2.8688
H68 2.1295 -6.7583 -2.6415

Force components x, y, z for each atom (eV/Å):
-0.7777 0.4533 -1.1547
-3.0122 1.4726 -0.2944
-2.2539 0.3869 -2.3787
-2.3352 2.0078 -1.2851
0.2279 0.4134 -1.9670
0.8695 0.2863 -1.6661
1.6075 1.1240 -1.5219
1.6025 -1.7870 -0.3754
-0.0329 -0.0246 1.0579
-1.3482 -0.8672 1.5809
-0.8122 0.9944 0.6000
-1.6317 0.2974 -0.0743
0.7763 -0.4108 -0.6444
0.9916 -1.4331 1.3063
0.4720 0.3865 0.3701
-0.5985 -0.8349 -0.8406
0.5193 0.8441 -0.7020
-0.0357 -1.6254 -0.1216
1.5239 0.3381 0.8967
-0.2273 -0.3201 -0.4245
-0.4223 -0.7736 0.3260
0.6301 -0.4588 -0.1038
-0.1436 1.3383 0.6455
1.5928 -0.4449 -0.9016
1.2455 -0.6121 0.7998
0.2827 0.3326 1.4565
2.6984 -0.6692 0.7961
0.8517 1.0539 -0.0743
-1.5901 1.4762 -0.2886
-0.6127 -1.2628 1.6450
1.3057 0.8952 1.5318
-0.3194 -0.0106 0.9636
-0.4478 -0.9914 -0.4112
-0.9696 -0.8929 -1.2824
0.3156 1.2332 -0.7502
0.2647 0.0402 0.0879
0.0700 -0.1754 0.0322
0.4935 0.8677 0.5562
-0.2541 -0.2456 1.4593
-0.8511 -0.9552 1.8104
1.3399 -1.1247 -1.8759
1.7839 -0.8826 2.0857
2.1747 -0.0522 0.8322
1.2877 -0.3625 -0.2441
0.1371 -0.8169 -0.1280
-0.7120 -1.0358 0.5422
1.3690 -0.3009 -0.3767
0.5637 0.2244 0.8281
1.5386 -0.4050 0.7257
-0.6938 -0.1184 -0.2761
0.9396 0.5960 1.6081
-1.3310 0.2773 1.0582
0.1264 0.9987 0.8043
-1.5571 0.0482 -0.1559
-0.1847 2.3285 -0.4993
0.7022 -0.0856 -0.0030
2.4347 0.0920 -0.9226
-1.1661 0.4236 -0.5264
-1.0714 -0.5569 -0.7625
-1.1052 0.3384 -1.8954
-0.3068 -0.3946 -1.6551
-1.2973 1.0264 -1.1465
-0.3030 -0.0722 0.3894
0.7261 -0.7233 -0.4993
-0.8108 -0.3856 0.6088
0.1173 -1.1237 0.9793
-0.7831 -0.1482 0.3963
-0.5718 1.2258 1.0528
-0.9375 0.2997 -1.3428
0.2041 -0.2825 0.0083
0.1325 0.0628 0.6226
-1.0709 0.8249 0.7249
-1.0051 -0.2121 -0.8345
0.4622 -0.7831 -0.6856
0.3059 -1.5754 0.2482
0.7468 -0.3882 0.6391
-0.0814 -0.4778 0.8668
-0.6393 -0.2124 -0.4910
-0.0800 -0.3973 -0.0415
0.5311 0.1630 -0.2495
-0.0311 -0.3890 -0.0907
-0.0673 0.5894 0.1342
-0.2022 0.1040 -0.4282
0.3018 -0.0070 -0.0390
-0.4185 -0.2836 0.2931
-0.1016 0.0409 0.0574
-0.3983 -0.3776 -1.2262
0.1960 0.3317 -0.5475
-0.1147 -0.2218 -0.3313
0.1818 -0.0670 -0.0412
0.4656 -0.6102 -0.3247
-0.1201 -0.3331 0.0698
-0.3283 0.1513 0.3994
-0.4748 0.7700 -0.1913
-0.0044 0.3942 0.3388
-0.7969 0.0990 -0.3339
-1.0912 0.1846 -0.9066
0.9789 -0.6228 0.2589
0.4175 -0.3042 0.0736
0.2009 0.4817 -0.1554
0.0151 -0.3303 -0.4375
0.3584 0.5138 -0.4413
-0.8505 -0.1732 -0.2040
0.2578 -0.1294 0.3772
0.4084 0.4702 -0.7855
-0.0088 0.1148 -0.3293
0.0712 0.1679 0.0466
-0.3978 -0.3809 0.6790
-0.0646 -0.1410 -0.2607
-0.5016 -0.7795 0.2033
-0.5844 0.4146 1.0553
0.2173 -0.1687 0.6384
-0.0150 0.4923 -0.3158
-0.2275 -0.0723 0.1280
-0.0233 -0.2653 0.4365
0.5205 -0.4339 0.1219
-0.3447 0.5564 0.3120
0.2074 0.8418 0.4695
0.1427 0.3949 0.0261
-0.2368 -0.2871 -0.9803
0.1830 -0.1239 -0.0562
-0.3341 -0.5002 -0.3541
0.2130 -0.1843 -0.5243
0.0090 0.1474 0.2633
0.6070 0.4450 0.0675
0.0015 0.1400 0.1070
-0.2524 0.3523 0.0865
0.1640 -0.4356 0.0436
0.1905 0.2536 0.2953
-0.3918 -0.4719 0.3176
-0.0964 0.8194 0.1328
-0.1728 -0.1512 0.0688
-0.1306 0.0365 -0.4322
-0.0525 0.0002 -0.2562
0.0036 0.4924 -0.2133
0.6935 0.7944 -0.8497
0.2993 0.1064 -0.0376
0.5039 0.0806 0.1675
0.0273 0.0178 0.1600
-0.7236 -0.6261 0.6498
-0.2598 -0.7518 0.3933
0.5577 1.1379 -0.2845
-0.0369 0.3013 0.7301
-0.1197 -0.0743 0.7072


No. 2
# C24H69BF5IN3O15P2

C24H69BF5IN3O15P2 as an isolated structure at a distorted geometry (ωB97M-V with the def2-TZVPD basis set, OMol25).

Net charge   +1
Orbital gap   8.65 eV
HOMO   -10.54 eV
Total energy   -102123.8334 eV
Multiplicity   1

Positions of all 120 atoms, in Å:
I1 -0.5256 2.8888 2.0579
P1 0.6955 -3.1360 -2.2170
P2 0.7393 2.4946 -0.7714
F1 1.1928 -1.3462 3.3253
F2 3.1541 -0.8096 2.7021
F3 2.6767 -1.8416 0.6366
F4 0.5437 -2.0626 0.9965
F5 1.6063 0.6276 2.5664
O1 -5.3008 3.1422 -3.8128
O2 -2.8398 4.9210 3.8741
O3 1.4533 -4.1575 5.4544
O4 4.8002 -0.3331 -1.4876
O5 8.4670 0.3617 -2.9939
O6 1.8344 -0.6277 -1.3451
O7 1.9626 2.2663 -1.8581
O8 -2.5012 1.2780 -3.1061
O9 -1.1950 -2.0514 -4.3904
O10 1.2163 -3.5844 -3.7239
O11 12.2845 -0.2931 -0.4429
O12 -3.6362 2.9808 7.8617
O13 -5.1708 2.5946 3.1437
O14 -5.3933 -1.7107 4.3239
O15 -3.0635 -4.7313 -4.2353
N1 -0.4193 3.2604 -1.7389
N2 1.9304 -3.6774 -1.2013
N3 -0.8909 0.0324 -1.2804
C1 1.3565 -0.0770 -0.1284
C2 -2.8471 0.3912 2.3815
C3 -0.9468 1.1006 0.8672
C4 -2.1382 4.7509 5.1049
C5 -1.4762 0.0011 1.7807
C6 5.7275 0.4369 -0.7254
C7 13.0704 0.2931 -1.4757
C8 -0.2491 0.5343 -3.6582
C9 0.0452 0.7237 -0.3122
C10 -5.2332 3.5646 -5.1784
C11 -2.6029 -5.8527 -4.9990
C12 1.5463 -1.1705 0.9708
C13 1.8777 -0.6566 2.4245
C14 0.9810 -1.2516 -2.3020
C15 -2.8989 2.8602 9.0752
C16 -2.6807 -2.2292 -2.3678
C17 -4.5863 -1.7662 5.4959
C18 2.7992 -3.7370 5.6462
C19 -1.4308 2.2947 -5.0713
C20 -6.0470 1.5428 3.5449
C21 -4.0037 -1.7528 -3.0125
C22 9.3525 0.3378 -1.8741
C23 -1.5927 1.0258 -4.2039
C24 -0.3649 -0.5399 -2.5622
B1 -1.4206 -1.6595 -3.1041
H1 3.1314 -4.1296 6.6035
H2 -5.1634 -2.0926 6.3639
H3 -3.2527 4.0781 3.6542
H4 -0.8268 -0.2000 2.6219
H5 -1.6282 -0.9095 1.1944
H6 -2.6921 -5.6644 -6.0703
H7 -1.3692 3.9768 5.0108
H8 -5.7266 -2.5961 4.1492
H9 -2.0516 0.2780 -4.8514
H10 -1.3122 -0.7526 -0.7667
H11 0.2701 0.0748 -4.4994
H12 -4.2191 -0.7582 5.6785
H13 -1.5550 -5.9985 -4.7498
H14 4.2471 -0.8255 -0.8735
H15 -3.9407 -1.7637 -4.1014
H16 -2.7534 -2.0767 -1.2848
H17 -1.6800 0.6455 -1.5379
H18 -0.3874 2.4434 -5.3555
H19 -1.8349 1.4610 0.3389
H20 -5.8621 2.9363 -5.8121
H21 3.4536 -4.1262 4.8616
H22 -7.0939 1.8397 3.4556
H23 1.1541 -3.8154 4.6071
H24 12.7606 1.3314 -1.5643
H25 8.7999 0.1705 -0.9456
H26 -4.2002 3.4691 -5.5046
H27 -4.8066 -2.4328 -2.7210
H28 -3.5518 2.6154 9.9159
H29 -1.3799 2.9558 -1.6569
H30 6.3486 0.9910 -1.4251
H31 8.0327 -0.4953 -3.0389
H32 6.3673 -0.2105 -0.1204
H33 -5.8608 0.6968 2.8893
H34 -1.7038 -2.8625 -4.5749
H35 1.6010 -2.8707 -4.2522
H36 -2.6787 0.9664 3.2907
H37 -2.1160 2.1021 8.9940
H38 5.2090 1.1448 -0.0706
H39 -4.0576 2.1343 7.6869
H40 -3.9938 -4.5928 -4.4417
H41 0.3712 1.3787 -3.3651
H42 -5.8449 1.2337 4.5725
H43 -3.7299 -2.4320 5.3637
H44 2.1111 0.6691 0.1490
H45 -2.6037 -3.3061 -2.5145
H46 1.5244 -1.1326 -3.2456
H47 -3.4214 -0.4956 2.6493
H48 -5.3298 3.3544 3.7140
H49 -6.2168 3.2265 -3.5314
H50 -4.2945 -0.7600 -2.6728
H51 9.8508 1.3016 -1.8179
H52 12.5544 -1.2118 -0.3517
H53 2.8041 -3.1738 -1.3448
H54 12.9079 -0.2042 -2.4357
H55 -1.9763 2.1823 -6.0076
H56 -1.6585 5.6981 5.3394
H57 -2.8168 4.4792 5.9150
H58 2.7063 2.7845 -1.5175
H59 -2.4340 3.8243 9.2638
H60 -1.7872 3.1780 -4.5406
H61 10.1060 -0.4418 -1.9876
H62 -3.1575 -6.7555 -4.7411
H63 -3.1998 1.8688 -3.4272
H64 2.8739 -2.6462 5.6694
H65 -0.1519 3.3691 -2.7086
H66 -5.5405 4.6065 -5.2795
H67 14.1350 0.2651 -1.2325
H68 -3.4435 1.0110 1.7109
H69 2.1269 -4.6596 -1.3768

Force components x, y, z for each atom (eV/Å):
-0.4198 -0.3084 0.1555
-0.0855 -0.6934 0.1430
0.8980 0.5695 0.2421
-0.4675 -0.2614 0.3047
0.7315 -0.0976 -0.0166
-0.0131 -0.0519 -0.0832
-0.2993 0.0163 0.0324
-0.3931 0.6773 -0.0699
0.2250 -0.0624 -0.2146
-0.0012 -0.0697 0.0397
0.0390 0.0361 -0.0112
0.0584 0.0607 0.0380
-0.0072 0.0779 0.1125
-0.4124 0.1984 -0.0828
-0.5449 0.0058 -0.2025
0.1953 0.1000 -0.0562
0.0600 -0.1926 0.2550
-0.1233 0.5533 0.0133
0.0377 -0.0352 -0.0704
0.0231 -0.0880 -0.0052
0.0953 0.1203 0.0545
0.0807 -0.0401 -0.0192
0.1112 0.1093 -0.2372
0.0118 -0.4858 0.0077
0.3533 0.3841 -0.4361
0.2948 -0.6366 0.4129
-0.0631 -0.4042 0.2089
0.4245 -0.0535 0.1441
0.2046 0.0448 -0.1089
-0.1621 -0.0798 -0.1237
-0.8920 0.2423 -0.0107
-0.1130 -0.1518 -0.0372
-0.0333 -0.0834 0.0747
-0.2674 0.1154 0.0705
-0.2424 0.8425 0.0545
-0.1787 -0.0336 0.1725
-0.0455 0.0336 0.0445
0.5930 0.1914 -0.1457
-0.2186 -0.3264 -0.1214
0.2436 0.0331 -0.0316
-0.0633 -0.0224 -0.0726
-0.2633 0.2382 0.1479
-0.0735 -0.0415 -0.0753
-0.1261 0.0345 -0.1189
0.2241 -0.4809 -0.0255
0.0919 0.1078 0.0597
-0.0408 -0.3094 0.2630
-0.1762 -0.2111 -0.1670
-0.0875 0.7736 -0.4098
-0.0659 -0.2277 -0.6996
-0.1875 -0.0415 0.0279
-0.0297 -0.0193 0.0122
0.0263 0.0134 0.0251
0.0819 0.0104 -0.0830
0.3781 -0.2678 -0.1236
0.2174 -0.1609 0.0624
0.0181 -0.0233 -0.0077
0.0426 0.0177 0.0870
-0.0259 0.0541 0.0063
0.1007 -0.3115 0.2491
-0.0709 0.0794 -0.0932
-0.0391 -0.0828 -0.0046
0.0064 0.0119 -0.0099
0.0042 0.0128 0.0092
-0.0330 0.0204 -0.0672
-0.0290 0.1069 -0.0138
0.1368 -0.0019 0.0066
0.1168 0.1191 -0.1169
0.0095 0.0892 0.1012
0.0888 0.1106 -0.1095
0.0273 0.0264 -0.0602
0.0499 0.0097 0.0282
-0.0077 -0.0169 -0.0014
-0.0050 -0.0347 0.0394
-0.0043 0.0094 0.0055
0.1044 0.0259 0.0734
0.0154 0.0145 0.0220
-0.0279 0.0400 -0.0566
0.0249 0.0142 0.0273
-0.1108 0.1938 -0.0622
0.0006 -0.0283 -0.0350
0.0006 0.0494 -0.0577
0.0421 0.0849 0.0536
0.0078 -0.0228 0.0174
-0.0027 0.1516 -0.1692
0.0572 -0.2553 -0.0340
-0.1908 0.0841 -0.0283
0.0197 0.0130 0.0299
0.0611 0.0211 0.0470
-0.0165 0.0581 0.0118
0.0309 -0.0034 0.0414
0.0462 -0.0420 0.1917
-0.0516 -0.0704 -0.0016
0.0226 0.0138 0.0343
0.0719 -0.0044 -0.0855
-0.0248 -0.1074 0.1293
0.1874 0.0433 0.1277
0.0058 -0.0082 -0.0014
-0.1205 -0.0112 -0.0701
0.0826 -0.0450 0.1215
0.1017 0.0780 -0.1545
-0.0205 0.0249 -0.0498
-0.0177 0.0480 0.0513
-0.0160 -0.0500 0.1551
0.0142 0.0316 -0.0230
-0.1508 0.1622 0.0761
-0.0057 0.0158 -0.0229
0.0736 -0.0023 0.0689
0.0480 -0.2655 -0.1966
-0.0001 0.0115 -0.0037
0.0513 0.0569 -0.0228
0.0655 0.0388 0.0966
0.0164 -0.0165 -0.0023
-0.1925 -0.1770 0.2342
0.0635 0.0012 0.0232
-0.0430 -0.0170 -0.0144
0.0383 0.0100 -0.0629
0.0109 0.0280 -0.0276
-0.0224 -0.0397 -0.0441
-0.2395 0.0036 0.2254


Values of LUMO energy, in order: 0.2 -1.9, all in eV.